Computed, not measured: a molecular structure, C18H11ClFeIN3O2, with ωB97M-V/def2-TZVPD.

## Properties
Gap between HOMO and LUMO (spin up / spin down), hartree: 0.276 / 0.236
Total energy, eV: -82415.10390

```
! RIJCOSX wB97M-V def2-TZVPD def2/J DEFGRID3
* xyz 1 6
Fe -0.25925 -0.20818 0.40305
O -0.99185 -1.47331 -0.64598
C -0.51153 -2.48829 -1.42202
C -1.37992 -3.42113 -1.99576
C -0.94672 -4.51377 -2.66594
C 0.42042 -4.79635 -2.74997
C 1.31746 -3.81270 -2.25724
C 0.87040 -2.67885 -1.58516
C 1.85099 -1.67298 -1.10159
N 1.59089 -0.69976 -0.18157
C 2.78560 -0.03674 0.04060
C 3.78063 -0.60139 -0.64786
N 3.19847 -1.65257 -1.34242
H -2.42604 -3.04926 -1.99693
H -1.63113 -5.18483 -3.17961
H 0.82348 -5.66655 -3.23561
H 2.38289 -3.93330 -2.40646
H 2.90880 0.80755 0.72595
H 4.81414 -0.42009 -0.51673
H 3.79101 -2.12673 -2.04464
Cl -2.09936 5.45010 3.45676
C -1.62746 3.83495 3.05769
C -1.37030 2.88777 4.02838
C -1.11563 1.53933 3.74242
I -0.71863 0.21270 5.30027
C -1.06403 1.15403 2.44335
O -0.87632 -0.11559 2.11073
C -1.17776 2.11455 1.41308
N -0.94182 1.67425 0.14794
C -0.97132 2.52299 -0.87708
C -1.39441 3.81863 -0.67235
C -1.74776 4.22174 0.55600
C -1.44520 3.47170 1.67151
H -1.46478 3.13986 5.09873
H -0.64469 2.06559 -1.77051
H -1.54565 4.41656 -1.58244
H -2.18362 5.22005 0.68143
*
```

Atom charges from the Mulliken analysis, given in e for atoms 1 to 2:
1. Fe 0.302
2. O -0.588